Below is the molecule C6H5NO2 at a distorted geometry, with properties calculated with the ωB97M-V functional and the def2-TZVPD basis.

XYZ file:
```
14
Properties=species:S:1:pos:R:3:forces:R:3
C 1.1692 0.4933 -0.0436 0.92 -0.08 0.34
C 0.1316 1.3504 0.0085 -0.29 1.07 0.13
C -1.2367 1.0440 0.0458 0.37 0.85 -0.04
C -1.7860 -0.1791 -0.0163 -1.83 -1.41 -0.24
C -1.1544 -1.4532 -0.0342 0.95 1.17 0.21
C 1.1995 -1.0103 0.0076 2.25 1.16 -0.09
H 2.9428 0.1909 -0.0562 0.61 -0.55 0.10
H 0.4068 2.4090 0.0472 -0.07 -0.36 -0.04
H -1.9008 1.9099 0.1212 0.11 -0.35 -0.11
H -2.8857 -0.2462 -0.0748 0.60 0.13 0.20
H -1.7788 -2.3207 -0.0353 -0.68 -0.33 -0.09
N 0.1022 -1.7690 0.0156 0.15 -1.38 -0.06
O 2.3998 1.0004 -0.0300 -0.86 0.40 -0.24
O 2.3904 -1.4193 0.0444 -2.22 -0.32 -0.07
```
Forces are in eV/Å.

## Properties
* charge: 0
* ΔE to the lowest compared entry with this formula, charge and spin: 39.8 kcal per mole
* HOMO energy: -0.33620 Eh
* Kohn-Sham gap: 8.389 eV

=====

Below is a 3-piece molecular cluster, C19H23ClFN2O7P overall, with properties calculated with the ωB97M-V functional and the def2-TZVPD basis.

XYZ file:
```
54
Properties=species:S:1:pos:R:3:forces:R:3
O -0.7838 2.8291 2.4793 -0.03 0.14 0.07
P -1.6112 2.3326 3.8092 -0.24 -0.05 -0.07
Cl -0.2702 1.0078 4.6609 0.15 -0.07 0.04
C -2.7577 1.1495 3.0293 0.30 -0.21 -0.23
C -4.0421 1.3213 3.4576 -0.11 0.19 0.18
C -5.0981 0.5441 2.9473 -0.21 -0.13 -0.08
N -6.3619 0.7398 3.4155 0.01 -0.08 -0.04
C -7.2826 -0.0199 2.8943 0.03 -0.04 -0.08
C -6.9979 -0.9864 1.8888 -0.07 0.07 0.06
N -5.8005 -1.1851 1.4169 -0.02 0.03 0.05
C -4.8148 -0.4120 1.9546 -0.25 0.07 0.10
C -3.4892 -0.5698 1.5136 0.04 -0.20 -0.13
C -2.4605 0.1589 2.0299 0.19 0.26 0.20
C -1.0669 -0.1103 1.5088 -0.08 -0.06 -0.26
C -0.6390 -1.5789 1.6408 0.01 0.06 0.19
C -0.7522 -2.1876 3.0321 0.01 0.01 -0.01
F 0.5108 -2.2435 3.6422 -0.15 0.06 -0.05
H -0.6559 3.7826 2.5516 0.16 -0.05 -0.08
H -4.2876 2.0705 4.2015 -0.02 0.00 0.02
H -8.3017 0.1031 3.2451 0.01 0.01 0.01
H -7.8081 -1.5863 1.4864 0.04 -0.01 -0.02
H -3.3058 -1.3083 0.7423 -0.05 -0.01 0.00
H -0.3409 0.5564 1.9532 0.10 0.01 0.16
H -1.0741 0.1187 0.4384 0.07 0.10 0.03
H -1.2239 -2.1859 0.9490 0.04 -0.01 -0.04
H 0.4068 -1.6647 1.3417 -0.03 -0.12 -0.13
H -1.4032 -1.6136 3.6922 0.03 0.07 0.02
H -1.1369 -3.2075 2.9834 0.16 -0.04 0.04
C 3.6806 -0.4954 1.6066 -0.19 -0.07 0.02
C 3.9099 -1.1739 0.2807 0.01 0.12 0.18
C 4.2891 -0.2579 -0.8654 0.04 -0.03 -0.04
O 3.7353 -0.9425 -2.0001 0.08 0.13 0.03
C 2.6934 -1.6950 -1.5652 0.00 0.03 0.05
O 1.9043 -2.2205 -2.2798 -0.05 -0.03 -0.06
O 2.6828 -1.7443 -0.2181 -0.02 -0.10 -0.02
H 3.4170 -1.2223 2.3736 0.02 -0.01 -0.01
H 4.5829 0.0294 1.9212 0.02 -0.01 -0.01
H 2.8611 0.2207 1.5311 0.04 0.05 -0.04
H 4.6318 -1.9884 0.3798 0.01 -0.01 -0.04
H 5.3609 -0.1340 -0.9949 -0.01 -0.07 -0.08
H 3.8124 0.7221 -0.7805 -0.01 0.00 0.05
C 1.9122 -0.2949 -5.5683 -0.08 0.06 -0.15
C 2.9825 0.7614 -5.4813 -0.12 -0.12 0.03
C 3.0206 1.5330 -4.1804 0.04 0.03 0.10
O 3.5234 2.8112 -4.5876 -0.06 -0.04 0.04
C 3.2047 2.9856 -5.8951 -0.01 -0.09 -0.01
O 3.3122 4.0091 -6.4846 0.02 0.06 -0.03
O 2.7479 1.8273 -6.4244 0.07 0.00 -0.02
H 1.9576 -0.8123 -6.5258 0.03 -0.01 0.01
H 2.0392 -1.0266 -4.7690 0.02 0.01 0.02
H 0.9248 0.1595 -5.4794 0.01 0.01 0.07
H 3.9649 0.3364 -5.7045 0.02 0.03 0.01
H 3.6758 1.0897 -3.4376 0.07 0.08 -0.03
H 2.0217 1.6678 -3.7569 -0.03 -0.04 -0.02
```
Forces are in eV/Å.

## Properties
* charge: 0
* HOMO energy: -0.34636 Eh
* Kohn-Sham gap: 8.930 eV

=====

Below is a 3-piece molecular cluster, C28H57BFO4S overall at a distorted geometry, with properties calculated with the ωB97M-V functional and the def2-TZVPD basis.

XYZ file:
```
92
Properties=species:S:1:pos:R:3:forces:R:3
C 2.9041 -1.0667 3.2618 -1.11 -1.23 -1.69
C 2.1490 -1.8292 2.2170 1.14 2.59 2.25
C 1.0768 -0.9879 1.2715 0.81 0.88 1.74
B -0.1712 -1.8995 0.7098 1.32 -2.05 1.27
C -0.9503 -2.7143 1.9207 -2.00 -0.03 0.24
C -1.9009 -1.7779 2.8727 -0.38 -1.07 1.05
C -1.1003 -0.8594 3.9695 -0.69 0.20 0.46
C -1.6893 0.6800 3.8987 -0.35 0.41 0.46
C -0.5794 1.8490 4.1979 -1.07 0.11 0.22
C -0.5204 3.0362 3.0376 0.44 0.38 1.01
C 1.0530 3.4800 2.9054 0.28 -0.26 -0.43
C 1.8401 2.8286 1.6215 1.19 0.17 -0.63
C 3.3781 3.4644 1.4669 0.50 -0.71 0.59
C 4.5054 2.5411 2.2793 0.48 -0.30 -0.10
C 5.7895 2.1127 1.3343 0.20 -1.05 -0.29
C 5.4137 0.8768 0.2744 0.70 0.61 -0.35
C 6.5644 0.8746 -0.9070 -0.13 0.29 0.43
C 0.2926 -3.0680 -0.3912 -0.75 0.73 -1.80
F 0.3991 -4.4319 0.2306 0.37 2.05 -1.15
C 1.6009 -2.6486 -1.2860 0.29 -1.52 -0.98
C 3.0296 -3.2849 -0.7353 0.53 0.38 -1.21
S -1.3051 -0.7237 -0.2623 1.41 5.49 -2.92
C -3.0579 -1.3506 -0.4694 -2.36 0.32 0.10
O -1.2772 0.6943 0.4276 -1.13 -3.97 -1.08
O -0.7474 -0.4724 -1.7137 -1.70 -1.56 3.37
H 4.0933 -1.1015 3.3472 -2.80 -0.92 0.52
H 2.3580 -0.3403 4.0327 1.25 -0.77 -2.60
H 2.3279 -2.9851 2.1565 0.28 2.49 -0.88
H 1.7012 -0.4414 0.4161 -1.03 -1.23 1.89
H 0.6859 -0.0992 1.9663 0.85 -1.77 -1.50
H -0.2235 -3.3461 2.5855 -1.32 1.20 -1.23
H -1.6848 -3.4773 1.3694 1.48 1.30 1.37
H -2.5795 -2.5301 3.5045 1.25 1.59 -1.30
H -2.6649 -1.0973 2.2824 1.78 -1.38 1.01
H -1.3640 -1.2720 5.0575 0.64 0.85 -2.28
H 0.0782 -0.9226 3.8941 -2.50 0.22 -0.19
H -2.1970 0.9506 2.8659 1.18 -0.95 1.98
H -2.5459 0.7388 4.7273 1.74 -0.03 -1.81
H 0.4626 1.3089 4.3509 -2.03 1.39 -0.34
H -0.9300 2.4105 5.1910 1.20 -1.33 -1.92
H -1.0412 2.7388 2.0326 1.32 0.27 1.82
H -1.1027 3.9963 3.4419 1.13 -2.14 -0.78
H 1.1252 4.6502 2.8420 -0.01 -2.19 0.06
H 1.6246 3.1172 3.8872 -1.20 0.96 -2.06
H 1.3203 3.0435 0.5755 0.66 -0.52 2.43
H 2.0149 1.6544 1.7296 -0.77 2.56 -0.20
H 3.4174 4.5535 1.9355 -0.10 -2.15 -1.29
H 3.7384 3.4530 0.3329 -1.01 0.28 2.36
H 4.0165 1.5216 2.6396 0.91 2.18 -0.64
H 4.9232 3.1151 3.2216 -0.93 -1.15 -1.83
H 6.7014 1.6908 1.9715 -1.96 1.05 -1.07
H 6.2254 3.0051 0.6926 -1.08 -1.61 1.36
H 5.4448 -0.1835 0.7812 -0.34 2.22 -0.76
H 4.3569 1.0802 -0.1853 1.94 -0.52 0.85
H 6.7157 1.9978 -1.2459 -0.22 -2.38 0.47
H 6.2761 0.2061 -1.8354 0.59 1.36 1.95
H 7.5810 0.4862 -0.4383 -2.06 0.81 -1.08
H -0.6221 -3.1538 -1.1537 2.01 -0.29 1.40
H 1.6842 -1.4806 -1.5006 -0.42 -2.64 0.84
H 1.4377 -3.1408 -2.3608 0.39 1.05 2.21
H 3.6436 -2.5231 -0.0720 -1.43 -1.71 -1.13
H 2.9160 -4.3403 -0.2346 0.03 2.27 -0.77
H 3.6861 -3.4652 -1.7156 -1.25 0.39 2.12
H -3.5070 -1.1849 -1.5526 1.49 -0.23 2.15
H -3.2110 -2.4826 -0.2095 0.66 2.20 -0.34
H -3.7386 -0.6839 0.2498 1.61 -1.56 -1.40
C -6.5152 -3.9645 -4.4197 -0.63 0.00 -0.18
C -5.1789 -3.6249 -5.0278 0.46 -0.30 -0.33
C -4.7030 -2.4977 -4.1375 0.21 0.44 0.14
O -5.2588 -2.7321 -2.8363 -0.21 -0.25 -0.31
C -6.2523 -3.7611 -2.9436 0.17 -0.03 0.46
H -6.8618 -4.9737 -4.6558 0.02 0.10 0.06
H -7.2726 -3.2513 -4.7662 0.04 -0.10 0.04
H -4.5021 -4.4828 -4.9384 -0.04 0.11 -0.05
H -5.2346 -3.3416 -6.0819 0.03 -0.01 0.12
H -5.0738 -1.5293 -4.4898 0.07 0.01 -0.08
H -3.6124 -2.4498 -4.0688 -0.13 0.05 0.12
H -5.8442 -4.6683 -2.4849 -0.10 -0.05 0.00
H -7.1502 -3.4655 -2.3940 0.14 0.05 0.03
C -0.9721 2.9392 -2.1921 0.31 -0.22 0.51
C -1.9661 3.9920 -2.6096 -0.51 0.17 0.04
C -1.4610 4.3779 -3.9828 0.22 0.05 -0.37
O -0.8385 3.2120 -4.5399 -0.18 0.43 0.10
C -0.6886 2.2348 -3.5008 -0.06 -0.52 -0.08
H -1.3454 2.2649 -1.4172 0.19 0.01 -0.12
H -0.0586 3.4180 -1.8198 -0.05 -0.06 0.00
H -2.9651 3.5475 -2.6903 0.06 0.07 0.02
H -2.0236 4.8399 -1.9223 -0.01 -0.05 -0.08
H -0.7017 5.1646 -3.9204 -0.04 0.13 0.03
H -2.2630 4.7185 -4.6440 0.10 -0.04 -0.08
H -1.4147 1.4359 -3.6865 0.14 -0.06 0.15
H 0.3174 1.8078 -3.5385 -0.14 0.03 -0.08
```
Forces are in eV/Å.

## Properties
* charge: -1
* HOMO energy: -0.18966 Eh
* Kohn-Sham gap: 7.661 eV

=====

Below is the molecule C11H12 at a distorted geometry, with properties calculated with the ωB97M-V functional and the def2-TZVPD basis.

XYZ file:
```
23
Properties=species:S:1:pos:R:3:forces:R:3
C 4.8753 -1.4451 0.7444 1.90 -0.30 -0.16
C 3.9779 -0.6805 0.5109 -1.67 0.25 -0.43
C 1.6081 2.1066 -0.2101 3.56 -1.09 0.99
C 0.3162 1.7628 -0.4737 -5.57 -0.88 -1.11
C 2.6888 1.2974 0.1721 -3.77 3.02 -1.60
C -0.1056 0.4507 -0.8056 2.07 1.90 -0.67
C -2.9519 -0.2112 1.3275 -2.03 -0.55 -0.88
C -1.9557 0.4011 0.6473 -0.55 -1.22 1.86
C 2.7830 -0.0551 0.1167 1.52 -2.74 0.41
C -1.2365 -0.1807 -0.4105 -1.45 0.53 -0.36
C -1.7959 -1.3825 -1.0945 -0.61 0.95 -1.19
H 5.8685 -1.8310 0.6202 -0.33 -0.25 0.41
H 1.7554 3.1241 -0.0485 0.51 1.70 0.08
H -0.5196 2.6051 -0.3974 1.83 -1.98 0.32
H 3.4294 1.9560 0.4555 2.29 0.37 0.88
H 0.5710 -0.0993 -1.4470 0.22 -0.20 0.04
H -3.4025 0.3640 2.1007 -0.10 0.20 0.90
H -3.6215 -1.0858 1.0563 1.43 0.90 -0.02
H -1.5600 1.2078 1.2478 0.36 0.44 -0.62
H 2.0807 -0.7807 -0.2862 -0.23 0.66 0.19
H -2.9807 -1.1813 -1.0622 2.71 -1.15 -0.58
H -1.4740 -2.2488 -0.4980 -0.59 -0.18 -0.46
H -1.2993 -1.4003 -2.1641 -1.49 -0.37 2.01
```
Forces are in eV/Å.

## Properties
* charge: 0
* ΔE to the lowest compared entry with this formula, charge and spin: 26.2 kcal per mole
* HOMO energy (alpha / beta): -0.21453 / -0.31794 Eh
* Kohn-Sham gap (alpha / beta): 6.511 / 6.318 eV
* multiplicity: 3

=====

Below is a 2-piece molecular cluster, C3H5NO2 overall at a distorted geometry, with properties calculated with the ωB97M-V functional and the def2-TZVPD basis.

XYZ file:
```
11
Properties=species:S:1:pos:R:3:forces:R:3
C -1.3658 -0.4216 -0.8016 -1.40 0.94 -0.73
C -1.8616 0.6137 -0.1581 0.70 -0.10 0.20
C 1.7307 -0.4095 0.4766 -3.49 1.24 -0.58
N 0.9148 0.3548 -0.4787 -0.15 2.69 -0.76
O 0.7646 1.5487 -0.1831 0.68 -2.52 -0.28
O -2.0143 -0.6024 0.5218 -0.58 -0.65 1.49
H -1.5856 -1.0929 -1.6268 0.50 0.36 0.08
H -1.8802 1.6070 0.3298 -0.13 -0.82 -0.98
H 2.3716 -0.9146 -0.1466 2.10 -1.28 -0.68
H 0.9820 -1.0322 0.9277 -0.17 -0.93 0.32
H 1.9435 0.3490 1.1390 1.93 1.06 1.92
```
Forces are in eV/Å.

## Properties
* charge: 0
* ΔE to the lowest compared entry with this formula, charge and spin: 205.9 kcal per mole
* HOMO energy (alpha / beta): -0.28504 / -0.28669 Eh
* Kohn-Sham gap (alpha / beta): 7.518 / 7.543 eV

=====

Below is C9H25O15S6Sr as an isolated structure at a distorted geometry, with properties calculated with the ωB97M-V functional and the def2-TZVPD basis.

XYZ file:
```
56
Properties=species:S:1:pos:R:3:forces:R:3
Sr 0.4252 -0.5941 0.0707 1.69 -0.41 1.42
S 1.6527 1.9047 2.4988 0.43 1.69 7.30
O 1.6207 3.4051 2.3452 0.16 -1.12 -0.85
O 1.7880 1.1889 1.2954 1.15 -1.67 -6.10
O 2.5320 1.4144 3.5842 4.43 2.01 -1.01
O 0.5203 1.3484 3.1921 -6.01 0.93 -0.70
S 0.2937 -1.6178 3.5590 1.59 1.90 3.91
O 1.5499 -0.9404 3.7676 4.52 0.50 -2.12
O -0.3255 -1.4336 2.2787 -1.47 -0.72 -2.72
O 0.4817 -2.9347 4.0631 -1.60 -3.10 -0.24
O -0.2682 -0.6778 4.5395 -4.31 -0.18 1.78
O 3.8639 -3.8702 0.5067 4.52 -0.21 -2.99
C 2.7146 -3.4356 0.8807 -5.18 2.81 1.12
O 2.2833 -4.0515 1.8270 -1.34 -2.43 2.84
O 2.0664 -2.4771 0.3766 1.36 0.50 -1.89
H 3.9054 -4.5377 1.1955 0.66 -0.66 0.27
C -0.7065 2.2429 -3.2696 -1.47 -0.45 1.03
S -1.1466 0.3843 -3.3190 1.27 0.03 1.08
O -0.4856 -0.2586 -2.1236 -0.61 1.02 -2.69
C -2.9337 0.5037 -2.9870 -0.34 1.47 0.74
H -0.6322 2.5569 -2.2285 0.06 -0.53 0.29
H -1.6306 2.7237 -3.5907 0.21 0.22 -0.58
H 0.1922 2.6335 -3.7469 -0.15 -0.78 -0.53
H -3.1312 1.1462 -2.1290 0.46 0.11 0.23
H -3.4810 -0.3994 -2.7167 0.70 -0.48 -0.54
H -3.4120 1.0392 -3.8071 0.12 -0.37 -0.40
C -3.7309 2.2974 0.7580 -0.30 0.32 -1.81
S -1.9448 1.8634 1.0101 0.56 0.40 1.04
O -1.5999 0.8530 -0.0670 -1.17 1.35 0.35
C -1.1297 3.4612 0.5433 -0.55 -0.88 0.77
H -4.3603 2.9713 1.3391 0.89 -0.07 1.13
H -4.3034 1.3792 0.6262 0.32 -0.28 0.21
H -3.8081 2.8064 -0.2028 0.24 -0.15 -0.55
H -1.7217 3.9768 -0.2128 0.22 0.11 0.05
H -0.0852 3.2585 0.3067 -0.06 -0.39 -0.37
H -0.9951 3.9624 1.5018 -0.41 0.37 0.00
C 4.7849 -0.3774 -1.0234 1.16 1.07 0.82
S 3.6904 -0.0059 -2.4444 -1.17 -0.52 0.93
O 2.3149 0.0037 -1.8345 0.96 0.51 -0.94
C 4.2000 1.7380 -2.9338 0.25 -0.23 1.07
H 5.7613 -0.7905 -1.2764 0.10 0.33 -0.77
H 4.5036 -1.0433 -0.2077 -1.55 -0.49 -0.74
H 4.9266 0.5273 -0.4322 0.12 0.42 -0.27
H 3.8065 2.0768 -3.8922 -0.05 -0.76 -0.16
H 5.2892 1.6982 -2.9369 0.09 0.04 -0.27
H 3.9081 2.5166 -2.2291 -0.16 -0.38 0.49
C -2.3319 -4.2537 0.3727 -1.63 1.77 0.56
S -2.8987 -2.4893 -0.1917 4.00 -0.81 -0.34
O -1.5628 -1.8905 -0.6202 -2.25 -0.76 0.00
C -3.3305 -1.7276 1.3830 0.13 0.06 0.06
H -3.1051 -4.1863 1.1379 -0.10 -1.61 0.32
H -1.3617 -4.3203 0.8651 0.13 0.75 -0.24
H -2.4517 -5.0098 -0.4033 -0.34 0.32 0.06
H -4.4198 -1.7666 1.3831 -0.03 -0.06 0.56
H -2.9907 -0.6921 1.3657 -0.06 -0.01 -0.56
H -2.7903 -2.1007 2.2532 -0.18 -0.50 -0.06
```
Forces are in eV/Å.

## Properties
* charge: -3
* ΔE to the lowest compared entry with this formula, charge and spin: 76.6 kcal per mole
* HOMO energy: 0.13511 Eh
* Kohn-Sham gap: 1.462 eV

=====

| no. | DFT total energy (eV) | molar mass (g/mol) |
| --- | --- | --- |
| 1 | -11886.8180 | 123.11 |
| 2 | -61919.6014 | 476.82 |
| 3 | -52369.5561 | 519.64 |
| 4 | -11593.9770 | 144.22 |
| 5 | -8768.7656 | 87.08 |
| 6 | -106287.5543 | 653.31 |